[1]
The following is a DFT calculation (the ωB97M-V functional and the def2-TZVPD basis) of a 6-piece molecular cluster, C62H66FN6O14PSi overall in a non-equilibrium geometry.

Summary:
Maximum force, Eh/bohr: 0.0751
E_tot, eV: -122833.46844
HOMO, eV: -8.07

Last column: Löwdin charge in e.
CARTESIAN COORDINATES (ANGSTROEM)
1 C 3.1345 -1.8637 3.1296  0.06
2 C 4.2750 -2.3075 3.0907  -0.12
3 C 5.8126 -2.5814 2.8787  -0.19
4 C 6.6898 -1.4637 3.5841  -0.19
5 C 6.7352 -0.0565 2.8288  -0.16
6 C 6.2774 -0.0899 1.3286  -0.15
7 C 4.8167 0.1661 1.0177  0.05
8 C 4.2345 0.1630 -0.3692  -0.08
9 C 2.7177 0.3792 -0.7046  -0.15
10 C 2.1256 1.7711 -0.2148  -0.19
11 C 0.8565 2.1323 -1.1336  -0.20
12 C -0.3223 1.0643 -1.0165  -0.21
13 C -1.7711 1.7291 -0.9115  -0.21
14 C -2.9548 0.6626 -1.0539  -0.20
15 C -4.1260 0.8892 0.0327  -0.24
16 C -5.5572 0.4029 -0.4916  -0.26
17 Si -6.6634 -0.3277 0.8987  0.57
18 C -7.2728 1.0090 2.1289  -0.19
19 C -5.6751 -1.6272 1.9140  -0.20
20 C -8.2188 -1.2015 0.1607  -0.22
21 C -9.5658 -1.1650 0.8113  -0.08
22 C -10.7954 -1.8983 0.2351  -0.09
23 C -10.6738 -2.7044 -1.0303  -0.09
24 C -9.3095 -2.7060 -1.7040  -0.09
25 C -8.1201 -1.9801 -1.1452  -0.07
26 C 5.1787 -0.0675 -1.5006  0.02
27 C 6.6558 -0.3191 -1.1929  -0.03
28 C 7.2441 -0.3660 0.1746  -0.25
29 P 9.0522 -0.7481 0.4262  0.89
30 C 9.7326 0.7963 1.3239  -0.27
31 O 9.9455 -0.8203 -1.0030  -0.34
32 C 7.2153 -0.4795 -2.6336  -0.33
33 O 8.2655 -0.2505 -3.1996  0.12
34 N 6.1277 -0.9481 -3.5004  -0.02
35 C 5.9182 -2.4001 -3.6466  -0.04
36 C 7.0977 -2.9631 -4.5338  -0.34
37 O 7.2324 -2.6800 -5.6882  0.15
38 F 8.0461 -3.8860 -4.0167  0.03
39 C 4.9679 -0.1556 -3.0584  -0.31
40 O 4.0762 0.3230 -3.7215  0.13
41 H 2.1826 -1.2679 3.0703  0.05
42 H 6.0829 -2.7905 1.8039  0.11
43 H 6.0184 -3.5522 3.4451  0.11
44 H 6.2047 -1.2709 4.5972  0.12
45 H 7.7284 -1.8573 3.8223  0.11
46 H 7.7610 0.3869 2.9952  0.06
47 H 6.0141 0.6353 3.3809  0.10
48 H 4.0810 0.3764 1.8546  0.09
49 H 2.5177 0.2917 -1.8217  0.10
50 H 2.0856 -0.4394 -0.2255  0.12
51 H 2.9122 2.5821 -0.2479  0.12
52 H 1.7188 1.6977 0.8459  0.07
53 H 1.2327 2.1215 -2.1998  0.11
54 H 0.4580 3.1609 -0.8896  0.11
55 H -0.3267 0.4736 -1.9855  0.11
56 H -0.1375 0.3455 -0.1641  0.11
57 H -1.9044 2.2737 0.0716  0.11
58 H -1.9291 2.4837 -1.7488  0.11
59 H -2.6080 -0.4131 -0.9706  0.11
60 H -3.4436 0.7725 -2.0664  0.08
61 H -3.7962 0.3560 0.9762  0.09
62 H -4.2084 2.0027 0.2222  0.10
63 H -6.1146 1.2903 -0.9218  0.09
64 H -5.4599 -0.3903 -1.2988  0.03
65 H -8.2285 1.4956 1.7748  0.01
66 H -6.4904 1.8309 2.2170  0.04
67 H -7.4172 0.5743 3.1712  0.04
68 H -6.2558 -1.9942 2.8244  0.04
69 H -4.7159 -1.1666 2.3268  0.03
70 H -5.4167 -2.4970 1.2207  0.04
71 H -9.6956 -0.5716 1.7658  0.09
72 H -11.7886 -1.8331 0.7782  0.09
73 H -11.5483 -3.2544 -1.4941  0.09
74 H -9.1796 -3.2852 -2.6683  0.08
75 H -7.1176 -1.9936 -1.6753  0.07
76 H 10.8350 0.8316 1.0227  0.05
77 H 9.7360 0.6485 2.4490  0.02
78 H 9.2374 1.7540 0.9923  0.05
79 H 10.0315 0.1051 -1.3317  0.06
80 H 5.7920 -2.9054 -2.6431  0.14
81 H 4.9684 -2.5307 -4.2630  0.15
82 C 4.5002 3.6677 6.3093  -0.06
83 C 3.1768 3.7411 6.7300  -0.06
84 C 2.1627 3.2362 5.9267  0.00
85 C 2.4865 2.6557 4.7057  -0.13
86 C 3.8064 2.5853 4.2744  0.01
87 C 4.8150 3.0950 5.0819  -0.05
88 N 1.4214 2.0983 3.8657  -0.32
89 O 0.2744 2.1932 4.2642  0.09
90 O 1.7475 1.5655 2.8137  0.03
91 H 5.2909 4.0582 6.9421  0.10
92 H 2.9363 4.1898 7.6871  0.11
93 H 1.1353 3.2985 6.2646  0.12
94 H 4.0636 2.1385 3.3212  0.10
95 H 5.8481 3.0426 4.7564  0.08
96 C 1.3235 -6.0050 -5.3471  -0.07
97 C 0.7672 -6.4191 -4.1421  -0.07
98 C 0.6654 -5.5291 -3.0806  0.00
99 C 1.1202 -4.2254 -3.2393  -0.14
100 C 1.6846 -3.8052 -4.4384  -0.01
101 C 1.7855 -4.7018 -5.4944  -0.07
102 N 0.9923 -3.2748 -2.1299  -0.34
103 O 0.5101 -3.6807 -1.0858  0.08
104 O 1.3732 -2.1311 -2.3177  0.07
105 H 1.3965 -6.7010 -6.1762  0.11
106 H 0.4097 -7.4366 -4.0315  0.11
107 H 0.2302 -5.8627 -2.1463  0.12
108 H 2.0449 -2.7908 -4.5653  0.12
109 H 2.2211 -4.3841 -6.4349  0.11
110 C -11.7199 1.7647 -4.0303  -0.08
111 C -11.5395 0.8540 -2.9954  -0.06
112 C -11.1620 1.2986 -1.7347  0.01
113 C -10.9729 2.6581 -1.5232  -0.14
114 C -11.1432 3.5755 -2.5538  -0.01
115 C -11.5179 3.1230 -3.8116  -0.07
116 N -10.5991 3.1315 -0.1876  -0.34
117 O -10.4474 2.2951 0.6885  0.06
118 O -10.4680 4.3336 -0.0258  0.08
119 H -12.0201 1.4142 -5.0124  0.11
120 H -11.6961 -0.2045 -3.1707  0.10
121 H -11.0178 0.5729 -0.9410  0.09
122 H -10.9916 4.6361 -2.3932  0.12
123 H -11.6567 3.8293 -4.6223  0.11
124 C 9.2719 4.4762 8.7300  -0.07
125 C 8.4797 4.9777 7.7032  -0.06
126 C 8.2852 4.2323 6.5479  -0.01
127 C 8.8860 2.9832 6.4340  -0.14
128 C 9.6855 2.4781 7.4527  0.00
129 C 9.8773 3.2310 8.6039  -0.06
130 N 8.6626 2.1828 5.2269  -0.32
131 O 7.9697 2.6654 4.3444  0.05
132 O 9.1774 1.0778 5.1725  0.08
133 H 9.4174 5.0586 9.6337  0.11
134 H 8.0109 5.9498 7.8054  0.11
135 H 7.6659 4.6330 5.7541  0.12
136 H 10.1595 1.5078 7.3666  0.12
137 H 10.4964 2.8457 9.4058  0.11
138 C -6.4189 -2.3583 -7.6870  -0.07
139 C -6.2333 -3.2551 -6.6410  -0.07
140 C -5.8435 -2.7937 -5.3905  0.00
141 C -5.6468 -1.4309 -5.1985  -0.14
142 C -5.8229 -0.5286 -6.2409  0.00
143 C -6.2101 -0.9980 -7.4892  -0.07
144 N -5.2597 -0.9373 -3.8739  -0.32
145 O -5.0950 -1.7643 -2.9836  0.04
146 O -5.1275 0.2652 -3.7326  0.08
147 H -6.7289 -2.7213 -8.6613  0.11
148 H -6.3959 -4.3150 -6.8003  0.11
149 H -5.7018 -3.5014 -4.5826  0.12
150 H -5.6661 0.5337 -6.0972  0.12
151 H -6.3533 -0.3030 -8.3085  0.11


[2]
The following is a DFT calculation (the ωB97M-V functional and the def2-TZVPD basis) of a 2-piece molecular cluster, C22H28BF3N6O11 overall in a non-equilibrium geometry.

Summary:
Maximum force, Eh/bohr: 0.0213
E_tot, eV: -63561.01556
HOMO, eV: -8.50

Last column: Löwdin charge in e.
CARTESIAN COORDINATES (ANGSTROEM)
1 C 1.8388 2.1728 1.7551  -0.11
2 N 2.4688 1.5281 0.5966  -0.10
3 C 2.3863 0.0726 0.6389  -0.15
4 C 1.1811 -0.5308 -0.0832  -0.18
5 C 0.4596 -1.6646 0.6111  -0.21
6 C -0.1216 -1.4392 2.0009  -0.06
7 C -1.1143 -2.4966 2.5223  -0.33
8 O -2.4598 -2.1652 2.2004  -0.04
9 C -0.8454 -3.9555 2.0861  -0.20
10 N -1.8970 -4.4772 1.2128  0.01
11 N -0.3972 -2.2018 -0.4895  0.06
12 C -1.7819 -1.7420 -0.6629  -0.17
13 O -1.8188 -0.4025 -0.2315  -0.12
14 N -3.2350 0.0464 -0.0752  0.07
15 O -3.2705 0.8813 0.6985  0.15
16 C 0.4042 -2.0276 -1.5848  -0.24
17 N 0.1169 -2.8097 -2.6358  0.26
18 C 0.7968 -2.9440 -3.8899  -0.61
19 F 2.1201 -2.9450 -3.7058  0.17
20 F 0.4195 -4.1174 -4.4070  0.18
21 F 0.4783 -1.9734 -4.7607  0.17
22 N 1.4134 -1.1534 -1.4421  0.09
23 C 1.6533 -0.1615 -2.5323  -0.08
24 C 3.0394 -0.1810 -3.1966  -0.11
25 C 4.1499 -0.3955 -2.2033  -0.25
26 C 4.8144 0.7073 -1.6788  -0.05
27 C 5.8032 0.5553 -0.7155  -0.07
28 C 6.1408 -0.7115 -0.2649  -0.08
29 C 5.5014 -1.8253 -0.7961  -0.08
30 C 4.5101 -1.6647 -1.7534  -0.06
31 H 0.8812 1.7175 2.0341  0.07
32 H 2.5105 2.1514 2.6099  0.08
33 H 1.6375 3.2132 1.5143  0.09
34 H 1.9817 1.8843 -0.2155  0.08
35 H 3.3216 -0.3799 0.3117  0.10
36 H 2.2801 -0.2034 1.6898  0.12
37 H 0.4855 0.2972 -0.2478  0.15
38 H 1.2247 -2.4451 0.7108  0.16
39 H 0.7292 -1.4125 2.6812  0.13
40 H -0.5939 -0.4583 2.0487  0.12
41 H -1.0368 -2.4766 3.6113  0.14
42 H -2.6555 -1.3173 2.6122  0.10
43 H -0.7817 -4.5401 3.0076  0.11
44 H 0.1134 -4.0678 1.5880  0.10
45 H -1.6002 -5.3435 0.7880  0.07
46 H -2.7425 -4.6456 1.7374  0.08
47 H -2.0442 -1.8037 -1.7234  0.14
48 H -2.4440 -2.3941 -0.1061  0.10
49 H -0.6858 -3.4110 -2.5227  0.18
50 H 0.8625 -0.2252 -3.2756  0.12
51 H 1.5468 0.8189 -2.0747  0.12
52 H 3.0816 -0.8746 -4.0286  0.10
53 H 3.1687 0.8191 -3.6103  0.12
54 H 4.5577 1.7041 -2.0132  0.12
55 H 6.2972 1.4212 -0.3002  0.11
56 H 6.8999 -0.8440 0.4924  0.10
57 H 5.7543 -2.8225 -0.4665  0.10
58 H 4.0129 -2.5375 -2.1538  0.10
59 B -5.3658 5.1051 1.3896  -0.88
60 O -4.1514 5.1735 2.2231  0.22
61 C -4.1388 6.3153 2.8987  -0.39
62 O -3.2914 6.6743 3.6616  0.14
63 C -5.4188 7.0951 2.5173  -0.39
64 O -5.7370 8.1673 2.9351  0.15
65 O -6.0923 6.3553 1.6440  0.23
66 O -5.0186 4.9460 -0.0403  0.23
67 C -5.5362 3.8236 -0.5036  -0.41
68 O -5.4147 3.3860 -1.6128  0.13
69 C -6.3031 3.1474 0.6556  -0.41
70 O -6.8726 2.0951 0.5953  0.13
71 O -6.1761 3.9133 1.7239  0.23


[3]
The following is a DFT calculation (the ωB97M-V functional and the def2-TZVPD basis) of one molecule with the formula C3H3NO in a non-equilibrium geometry.

Summary:
Relative energy (zero: lowest compared OMol25 entry of this formula, charge and spin), kcal per mole: 127.97
Maximum force, Eh/bohr: 0.0646
E_tot, eV: -6690.94281
HOMO (alpha / beta), eV: -7.78 / -9.10

Last column: natural (NBO) charge in e.
CARTESIAN COORDINATES (ANGSTROEM)
1 C -1.1689 0.6909 0.4732  0.09
2 C 1.1360 -0.6408 -0.0140  -0.08
3 C -0.4295 -0.1416 -0.3559  -0.02
4 N 1.8711 0.2331 0.3309  -0.24
5 O -0.3595 1.3676 -0.3055  -0.39
6 H -1.7326 1.0326 1.3307  0.22
7 H 1.3300 -1.7807 -0.1978  0.20
8 H -0.6467 -0.7612 -1.2615  0.22


[4]
The following is a DFT calculation (the ωB97M-V functional and the def2-TZVPD basis) of C27H30N10S4V as an isolated structure.

Summary:
Relative energy (zero: lowest compared OMol25 entry of this formula, charge and spin), kcal per mole: 6.49
Total charge: +2
Maximum force, Eh/bohr: 0.0075
2S+1: 4
E_tot, eV: -112404.54247
HOMO (alpha / beta), eV: -13.79 / -13.91
⟨S²⟩: 3.7604

Last column: Mulliken spin population.
CARTESIAN COORDINATES (ANGSTROEM)
1 V -0.1181 0.3974 -0.3576  2.95
2 C -1.7805 -2.5336 3.7814  0.00
3 C -1.4538 -2.8784 2.4736  0.00
4 N -0.3894 -2.3760 1.8601  0.01
5 C 0.3693 -1.5372 2.5706  0.01
6 C 0.0329 -1.1911 3.8744  0.00
7 N -1.0454 -1.6775 4.4757  0.00
8 C 1.6177 -1.0334 1.9452  -0.01
9 C 2.8079 -1.1258 2.6511  0.00
10 C 4.0040 -0.7423 2.0546  -0.01
11 C 3.9477 -0.3210 0.7268  -0.02
12 C 2.7276 -0.2426 0.0826  0.06
13 N 1.5663 -0.5544 0.6948  0.00
14 C 2.6209 0.0618 -1.3635  0.01
15 C 3.7212 0.1782 -2.2135  0.00
16 N 3.5907 0.2796 -3.5272  0.02
17 C 2.3619 0.2608 -4.0235  0.00
18 C 1.2546 0.2036 -3.1936  0.04
19 N 1.3832 0.1211 -1.8722  -0.11
20 C 5.2890 -0.8183 2.7779  0.00
21 C 6.2731 0.1446 2.5832  0.00
22 C 7.4615 0.0359 3.2918  0.00
23 N 7.7127 -0.9536 4.1408  0.00
24 C 6.7752 -1.8767 4.3208  0.00
25 C 5.5487 -1.8513 3.6711  0.00
26 H -2.6489 -2.9603 4.2680  0.00
27 H -2.0647 -3.5844 1.9215  0.00
28 H 0.6367 -0.4869 4.4359  0.00
29 H 2.7969 -1.5097 3.6617  0.00
30 H 4.8669 -0.0880 0.2108  0.00
31 H 4.7345 0.1678 -1.8360  0.00
32 H 2.2530 0.3081 -5.0996  0.00
33 H 0.2504 0.2255 -3.5952  0.00
34 H 6.1190 0.9879 1.9215  0.00
35 H 8.2412 0.7784 3.1714  0.00
36 H 7.0108 -2.6762 5.0128  0.00
37 H 4.8342 -2.6459 3.8436  0.00
38 C -3.3060 -3.5490 -1.8220  0.00
39 C -3.4752 -2.4627 -0.8290  0.00
40 N -4.5596 -2.1630 -0.1963  0.00
41 N -4.2290 -1.1057 0.6004  0.00
42 C -2.9590 -0.7242 0.4798  0.00
43 S -2.1146 0.4794 1.3037  -0.02
44 N -2.4674 -1.5830 -0.4491  0.00
45 N -1.1156 -1.5807 -0.8264  0.01
46 H -4.2439 -4.0913 -1.9056  0.00
47 H -2.5262 -4.2479 -1.5147  0.00
48 H -3.0545 -3.1496 -2.8065  0.00
49 H -4.9245 -0.6906 1.2023  0.00
50 H -0.6057 -2.1906 -0.1655  0.00
51 H -1.0533 -1.9614 -1.7683  0.01
52 C 1.5060 4.4964 -1.0673  0.00
53 C 1.8218 3.7233 0.2009  0.02
54 S 0.5618 2.5723 0.8148  -0.01
55 C -0.9736 3.5280 0.7725  0.00
56 C -1.8150 3.5289 -0.5135  0.00
57 S -1.7098 2.0719 -1.6050  -0.01
58 C -1.2868 2.8284 -3.2027  0.00
59 C -0.1856 3.8842 -3.2643  0.00
60 S 1.4171 3.4475 -2.5429  0.00
61 H 2.3010 5.2275 -1.2181  0.00
62 H 0.5800 5.0610 -0.9686  0.00
63 H 2.0265 4.4214 1.0138  0.00
64 H 2.7164 3.1097 0.0742  0.00
65 H -0.7256 4.5551 1.0450  0.00
66 H -1.5603 3.1255 1.5947  0.01
67 H -1.5666 4.3839 -1.1369  0.00
68 H -2.8614 3.6352 -0.2330  0.00
69 H -2.2071 3.2642 -3.5950  0.00
70 H -1.0550 1.9831 -3.8500  0.00
71 H -0.5096 4.8297 -2.8327  0.00
72 H -0.0093 4.0963 -4.3200  0.00


[5]
The following is a DFT calculation (the ωB97M-V functional and the def2-TZVPD basis) of one molecule with the formula ClFH2Si in a non-equilibrium geometry.

Summary:
Relative energy (zero: lowest compared OMol25 entry of this formula, charge and spin), kcal per mole: 16.34
Maximum force, Eh/bohr: 0.0736
E_tot, eV: -23152.09047
HOMO, eV: -11.36

Last column: natural (NBO) charge in e.
CARTESIAN COORDINATES (ANGSTROEM)
1 F 1.4340 -1.3344 0.5378  -0.65
2 Si 0.2207 -0.5826 -0.2204  1.48
3 Cl -0.1363 -1.7262 -2.1375  -0.44
4 H 1.0880 0.6887 -0.4913  -0.20
5 H -1.0425 -0.3109 0.4245  -0.19